[1]
# C2H9N2O

A cluster of 4 separate species, C2H9N2O in total at a distorted geometry (ωB97M-V with the def2-TZVPD basis set, the Open Molecules 2025 dataset).

Element x y z (Å)
1 C 1.3593 1.2670 -1.3839
2 N -0.0336 1.0237 -0.6738
3 C 0.3975 1.5498 0.5750
4 N 1.0794 1.0831 1.5272
5 H 1.5318 2.3546 -1.4342
6 H 1.6164 0.9009 -2.3893
7 H 1.8663 0.6473 -0.6675
8 H -2.9211 -3.9183 1.2989
9 H -0.3905 2.3364 0.1329
10 H -3.5524 -3.4361 1.0080
11 H 1.5182 1.9858 2.2784
12 H -0.9977 -2.6390 -0.4720
13 H -0.3117 -1.3200 0.1575
14 O -1.1619 -1.8352 0.0428

Computed properties:
Lowest unoccupied orbital energy (spin up / spin down) in eV: -12.45 / -15.85
E_HOMO (spin up / spin down) in eV: -21.0 / -20.9
Molecular weight in g mol⁻¹: 77.11
Net charge: +2
Energy above the lowest of the compared OMol25 structures with the same formula, charge and spin in kcal per mole: 269.8
Spin multiplicity: 2
Kohn-Sham gap (spin up / spin down) in eV: 8.56 / 5.05
<S²>: 0.755

[2]
# C16H15NO2S

The molecule C16H15NO2S at a distorted geometry (ωB97M-V with the def2-TZVPD basis set, the Open Molecules 2025 dataset).

Element x y z (Å)
1 N -0.9543 1.7497 -4.1675
2 C -0.2850 1.7202 -3.2311
3 C 0.5149 1.7018 -1.9741
4 C -0.4802 1.8083 -0.8401
5 C 0.1486 1.9834 0.5290
6 S -1.1424 1.9115 1.8505
7 O -2.2882 2.6895 1.3790
8 O -0.6597 2.4949 3.1193
9 C -1.5442 0.1464 2.0474
10 C -0.6149 -0.7083 2.6691
11 C -0.8417 -2.1044 2.7898
12 C -2.0321 -2.5954 2.3065
13 C -2.9776 -1.7722 1.6831
14 C -2.7273 -0.3970 1.5061
15 C 1.3542 0.4098 -1.8597
16 C 0.7904 -0.8627 -2.0675
17 C 1.5283 -2.0223 -1.8483
18 C 2.8800 -1.9016 -1.4594
19 C 3.4508 -0.6428 -1.2747
20 C 2.7073 0.5095 -1.4869
21 H 1.1707 2.5935 -1.9645
22 H -1.0058 0.8687 -0.8648
23 H -1.1511 2.7080 -0.9797
24 H 0.6470 2.9234 0.5353
25 H 0.9028 1.2372 0.7348
26 H 0.3308 -0.2921 2.9998
27 H -0.1318 -2.7662 3.2727
28 H -2.2530 -3.6471 2.3886
29 H -3.8885 -2.2226 1.3029
30 H -3.4490 0.2534 1.0040
31 H -0.2689 -0.9576 -2.2801
32 H 1.0694 -3.0005 -1.9835
33 H 3.4769 -2.7807 -1.3622
34 H 4.4906 -0.5092 -1.1144
35 H 3.2328 1.4735 -1.3594

Computed properties:
Lowest unoccupied orbital energy in eV: 0.27
Structure (SMILES): N#C[C@@H](CCS(=O)(=O)c1ccccc1)c1ccccc1
E_HOMO in eV: -9.9
Molecular weight in g mol⁻¹: 285.37
Energy above the lowest of the compared OMol25 structures with the same formula, charge and spin in kcal per mole: 52.9
Kohn-Sham gap in eV: 10.14

[3]
# C14H14N2O4Y

A structure of composition C14H14N2O4Y at a distorted geometry (ωB97M-V with the def2-TZVPD basis set, the Open Molecules 2025 dataset).

Element x y z (Å)
1 C -2.7532 -2.4075 -2.4125
2 C -3.1370 -2.4973 -1.0340
3 C -1.9776 -2.8515 -0.2786
4 C -0.8793 -3.0031 -1.1857
5 C -1.3604 -2.7312 -2.5091
6 Y -1.6533 -0.2456 -1.3027
7 N -1.6807 0.1441 -3.4939
8 C -3.1419 1.0715 -1.5924
9 C -3.5397 0.6598 -0.2176
10 H -1.9460 -3.0237 0.7968
11 H -4.1460 -2.3455 -0.6417
12 H 0.1288 -3.3139 -0.9271
13 H -0.7834 -2.7792 -3.4315
14 H -3.4145 -2.1665 -3.2496
15 H -4.3926 -0.0591 -0.2090
16 H -2.7699 2.0903 -1.6282
17 H -2.1882 1.0430 -4.0659
18 H -3.1441 1.3933 0.5470
19 H -4.0195 1.0383 -2.1557
20 O 0.6115 0.5242 -0.9565
21 C 0.6511 0.3646 0.3078
22 O -0.3549 -0.1654 0.9189
23 C 1.8676 0.7896 1.0996
24 C 2.2584 0.0930 2.2516
25 C 3.3679 0.5209 2.9537
26 C 4.0561 1.6721 2.5298
27 C 3.6725 2.3527 1.3666
28 C 2.5846 1.9057 0.6431
29 N 5.0994 2.2075 3.3360
30 O 5.4239 1.6138 4.3869
31 O 5.6590 3.2670 2.9762
32 H 1.6927 -0.7925 2.5648
33 H 3.7034 0.0033 3.8421
34 H 4.2187 3.2306 1.0524
35 H 2.2863 2.3969 -0.2815

Computed properties:
Lowest unoccupied orbital energy (spin up / spin down) in eV: 1.03 / 1.03
E_HOMO (spin up / spin down) in eV: -4.1 / -3.6
Molecular weight in g mol⁻¹: 363.18
Net charge: -1
Kohn-Sham gap (spin up / spin down) in eV: 5.12 / 4.61